DFT (ωB97M-V/def2-TZVPD) results for CdI4 as an isolated structure.

Positions of all 5 atoms, in Å:
I -1.170 -1.548 1.768
I 0.596 2.448 1.030
I -1.902 0.118 -2.030
I 2.391 -0.855 -0.693
Cd 0.085 -0.163 -0.075

Summary:
Net charge: -3
E (eV): -36968.7042
Expectation value of S²: 0.753
Frontier orbital gap (spin up / spin down) (eV): 1.673 / 5.969
HOMO level (spin up / spin down) (eV): 4.89 / 0.49
Multiplicity: 2
LUMO energy (spin up / spin down) (eV): 6.56 / 6.46

---

DFT (ωB97M-V/def2-TZVPD) results for a 2-piece molecular cluster, C5H10Br2 overall.

Positions of all 17 atoms, in Å:
Br -2.179 -0.901 -0.475
Br 2.271 1.188 -0.268
C 0.374 1.642 -0.062
C 0.651 -1.457 -0.375
C -0.482 -1.016 1.737
C -0.267 1.900 -1.369
C -0.399 -0.721 0.328
H 0.939 -0.919 -1.301
H -0.369 0.966 -1.930
H -0.592 -2.121 1.871
H -1.297 2.102 -1.164
H -1.307 -0.669 2.272
H 0.245 2.692 -1.866
H 0.404 -0.827 2.330
H 0.156 2.246 0.837
H 0.357 -2.509 -0.754
H 1.494 -1.596 0.190

Summary:
Relative energy (zero: lowest compared OMol25 entry of this formula, charge and spin) (kcal/mol): 77.4
E (eV): -145428.9810
Frontier orbital gap (spin up / spin down) (eV): 8.209 / 8.191
HOMO level (spin up / spin down) (eV): -8.15 / -8.22
LUMO energy (spin up / spin down) (eV): 0.06 / -0.03

---

DFT (ωB97M-V/def2-TZVPD) results for C34H25IrN4O7 as an isolated structure.

Positions of all 71 atoms, in Å:
Ir -0.185 -0.266 -0.814
O 4.599 -2.610 4.177
O -1.333 -2.305 0.625
O 1.323 -0.760 -2.086
O 1.079 -1.175 0.740
O 1.256 1.005 0.686
O 5.596 -0.695 4.989
O -1.060 0.967 -2.262
N -1.627 0.387 0.414
N -1.284 -1.826 -2.175
N -1.757 -3.187 -3.815
N -1.914 1.674 0.376
C -2.011 -0.253 1.568
C -1.271 2.189 -1.935
C 2.674 -1.057 -3.938
C -2.076 -2.266 2.928
C -2.914 -0.202 3.821
C -0.797 -3.598 0.773
C 5.621 -2.108 5.009
C -2.531 -2.309 -1.977
C -0.973 3.225 -2.846
C -2.776 6.599 0.105
C -2.844 -3.169 -2.987
C -2.117 3.909 -0.362
C 2.649 -0.195 2.199
C -1.783 -1.649 1.722
C -1.773 2.533 -0.610
C 1.605 -0.098 1.147
C 4.629 -0.350 4.083
C -3.128 5.615 1.030
C 0.727 -2.552 -5.199
C 2.897 -1.542 -5.197
C 3.233 0.961 2.702
C 3.038 -1.466 2.641
C -0.817 -2.345 -3.298
C -2.645 -1.553 3.974
C 4.238 0.901 3.663
C -2.601 0.436 2.642
C -1.173 4.538 -2.540
C 1.448 -1.275 -3.246
C -2.807 4.298 0.796
C -2.118 6.243 -1.048
C -1.786 4.905 -1.316
C 4.030 -1.511 3.583
C 1.923 -2.310 -5.833
C 0.453 -2.063 -3.919
H -2.880 -2.056 4.900
H -0.900 5.308 -3.246
H -0.031 -3.622 1.550
H 2.095 -2.711 -6.820
H 4.700 1.786 4.065
H 3.415 -0.455 -3.434
H -0.590 2.923 -3.810
H -3.113 -1.991 -1.137
H -1.859 6.993 -1.780
H 2.575 -2.353 2.241
H -0.334 -3.837 -0.183
H -3.661 5.897 1.925
H 2.891 1.914 2.326
H -1.582 -4.332 0.993
H -1.686 -3.736 -4.655
H -2.770 1.494 2.525
H -3.094 3.535 1.501
H -3.346 0.357 4.637
H -1.866 -3.315 3.065
H 5.467 -2.463 6.039
H -3.724 -3.747 -3.186
H 3.823 -1.327 -5.710
H -3.021 7.635 0.296
H -0.025 -3.118 -5.732
H 6.599 -2.464 4.642

Summary:
Relative energy (zero: lowest compared OMol25 entry of this formula, charge and spin) (kcal/mol): 54.1
E (eV): -58794.4916
Frontier orbital gap (eV): 5.986
HOMO level (eV): -7.17
LUMO energy (eV): -1.18

---

DFT (ωB97M-V/def2-TZVPD) results for C2HBrClNO2 as an isolated structure.

Positions of all 8 atoms, in Å:
Br -2.447 -0.287 -0.138
Cl -0.833 -2.646 0.094
O -0.251 2.038 0.111
O 1.843 1.566 0.092
N 0.675 1.286 0.073
C -0.724 -0.972 0.002
C 0.417 -0.333 -0.009
H 1.320 -0.654 -0.224

Summary:
Relative energy (zero: lowest compared OMol25 entry of this formula, charge and spin) (kcal/mol): 57.3
E (eV): -90235.5444
Frontier orbital gap (eV): 10.157
HOMO level (eV): -10.58
LUMO energy (eV): -0.43

---

DFT (ωB97M-V/def2-TZVPD) results for C25H19Cl2N2O11Pb as an isolated structure.

Positions of all 60 atoms, in Å:
Pb 0.750 0.827 2.078
Cl -1.919 1.616 -0.718
Cl 1.476 -1.550 -3.497
O 1.853 0.692 -0.511
O 0.814 3.400 0.616
O 3.091 0.684 2.850
O -0.626 4.903 -0.176
O -1.082 -0.553 1.322
O -2.640 -2.097 1.645
O 4.974 -0.475 3.093
O -1.866 1.314 5.615
O -0.221 0.649 4.265
O 2.346 -1.472 1.168
O 3.615 0.180 -1.760
N -0.957 2.653 2.540
N -0.638 -0.936 -1.366
C -2.662 3.942 1.486
C 3.222 -1.220 0.098
C -1.347 3.514 1.602
C 0.899 0.982 -4.142
C -0.280 3.908 0.653
C 2.804 -0.017 -0.718
C -3.585 3.447 2.398
C 3.013 -1.669 2.415
C -0.521 2.414 -2.863
C -0.791 -3.225 -0.607
C -1.166 -2.693 -2.940
C -0.999 -4.558 -0.930
C 3.781 -0.370 2.846
C -1.337 -4.032 -3.239
C -3.156 2.609 3.412
C -0.506 -2.834 0.812
C -1.241 -4.971 -2.229
C 0.602 -0.068 -3.292
C -1.262 1.297 4.556
C -0.834 1.356 -2.038
C -0.310 0.060 -2.230
C -1.815 2.227 3.448
C -0.845 -2.279 -1.647
C -1.515 -1.766 1.334
C 0.329 2.227 -3.941
H 3.237 -2.089 -0.578
H 2.224 -1.886 3.137
H -0.965 3.377 -2.667
H 0.113 5.086 -0.780
H -0.827 -0.640 -0.401
H 4.244 -1.043 0.452
H 0.557 3.045 -4.608
H -1.297 -1.944 -3.709
H -0.583 -3.718 1.448
H 0.494 -2.406 0.898
H 3.711 -2.512 2.346
H 1.589 0.817 -4.954
H -0.954 -5.300 -0.145
H -3.821 2.213 4.163
H -1.372 -6.020 -2.449
H -4.628 3.700 2.299
H -1.538 -4.335 -4.259
H -2.945 4.603 0.682
H 3.307 0.938 -2.285

Summary:
Net charge: -1
Relative energy (zero: lowest compared OMol25 entry of this formula, charge and spin) (kcal/mol): 21.9
E (eV): -82034.4186
Frontier orbital gap (eV): 7.235
HOMO level (eV): -5.37
LUMO energy (eV): 1.87

---

DFT (ωB97M-V/def2-TZVPD) results for C3H5EuO4 as an isolated structure.

Positions of all 13 atoms, in Å:
Eu -2.907 -2.538 0.751
O -1.298 -0.672 1.270
O 0.751 0.187 1.216
O -0.616 0.565 -0.450
O -1.663 -3.071 -0.956
C 0.489 1.448 -0.728
C -0.383 -0.125 0.640
C 1.437 1.199 0.450
H -0.807 -3.498 -0.968
H 1.581 2.075 1.088
H 0.094 2.468 -0.759
H 0.916 1.176 -1.698
H 2.405 0.786 0.146

Summary:
Net charge: +2
Relative energy (zero: lowest compared OMol25 entry of this formula, charge and spin) (kcal/mol): 6.3
E (eV): -30692.2932
Expectation value of S²: 12.462
Frontier orbital gap (spin up / spin down) (eV): 5.103 / 8.746
HOMO level (spin up / spin down) (eV): -18.26 / -18.26
Multiplicity: 7
LUMO energy (spin up / spin down) (eV): -13.16 / -9.52

---

DFT (ωB97M-V/def2-TZVPD) results for a 4-piece molecular cluster, C9H24FO3 overall.

Positions of all 37 atoms, in Å:
F -4.950 -14.106 16.571
O -6.655 -15.500 15.103
O -6.300 -13.275 19.036
O -2.961 -14.419 14.804
C -6.560 -13.773 21.367
C -3.364 -15.185 13.662
C -7.212 -13.838 19.969
C -4.293 -14.340 12.775
C -8.964 -16.058 14.652
C -2.093 -15.619 12.954
C -8.253 -13.677 15.183
C -7.645 -15.214 19.516
C -7.995 -15.167 15.390
H -7.326 -13.700 22.143
H -8.128 -15.276 16.486
H -7.986 -13.066 20.116
H -7.507 -13.058 15.678
H -9.251 -13.426 15.571
H -8.499 -15.597 20.100
H -4.860 -13.593 13.323
H -3.710 -14.433 15.469
H -8.340 -13.385 14.128
H -4.976 -15.036 12.280
H -3.780 -13.748 12.004
H -5.942 -14.644 21.608
H -8.183 -15.220 18.559
H -6.914 -16.017 19.464
H -5.902 -12.906 21.390
H -8.838 -17.112 14.893
H -1.440 -16.081 13.699
H -8.933 -15.823 13.588
H -6.285 -13.793 18.214
H -2.294 -16.415 12.232
H -6.093 -14.913 15.674
H -9.962 -15.815 15.035
H -1.558 -14.773 12.527
H -3.983 -15.998 14.059

Summary:
Net charge: -1
Relative energy (zero: lowest compared OMol25 entry of this formula, charge and spin) (kcal/mol): 19.3
E (eV): -18583.8511
Frontier orbital gap (eV): 8.979
HOMO level (eV): -5.64
LUMO energy (eV): 3.34

---

DFT (ωB97M-V/def2-TZVPD) results for C35H87BaN5O12Zn as an isolated structure.

Positions of all 141 atoms, in Å:
Ba 2.541 -4.862 2.753
Zn 5.337 -0.099 -1.356
O 4.595 -0.839 -5.660
O -5.757 2.322 -7.482
O 3.945 -8.614 4.754
O -7.091 7.770 -3.383
O 5.687 8.837 -3.765
O -7.375 2.895 5.506
O 0.864 0.362 -0.433
O 9.612 6.215 -4.886
O 2.842 -2.267 6.088
O -7.874 -2.849 4.048
O -0.306 -5.003 5.592
O 1.308 -8.360 0.630
N -6.570 -0.505 4.193
N 8.262 8.774 -5.261
N -0.035 -2.302 5.669
N -6.529 4.498 -5.118
N 3.746 -9.507 1.883
C -0.258 0.887 -1.078
C -0.172 -3.054 6.959
C 2.166 -1.010 6.073
C -7.057 3.591 6.748
C -6.754 -1.025 2.901
C -4.924 3.114 -6.648
C 10.361 4.987 -4.661
C 9.768 8.626 -5.569
C -6.407 6.965 -4.374
C 3.012 -1.854 -7.129
C -7.276 7.076 -2.188
C 0.010 -8.145 0.157
C -8.714 -3.945 3.870
C 6.233 9.959 -4.326
C -6.262 2.833 -8.772
C 2.946 -10.128 0.886
C 4.289 -1.879 -6.538
C 4.493 -3.169 -5.807
C -0.874 -6.286 5.447
C 10.386 7.459 -4.788
C -0.834 2.299 -0.762
C 4.325 9.012 -3.215
C 3.787 -10.302 3.117
C 2.185 -9.177 -0.084
C 4.499 -8.214 6.020
C -7.435 0.724 4.201
C -7.134 1.471 5.515
C -7.185 5.784 -4.838
C 4.736 -9.688 4.149
C -5.600 4.525 -6.230
C -8.034 -1.890 2.962
C 4.032 -2.234 6.778
C 0.638 -1.013 5.961
C 7.800 9.706 -4.219
C -0.960 -4.332 6.742
H 4.543 -1.275 6.691
H -6.028 3.336 7.002
H -7.769 1.074 6.308
H -8.043 -2.454 2.030
H -4.032 3.390 -7.210
H 0.401 -0.365 5.117
H -0.144 -8.097 -0.921
H 4.230 -4.080 -6.344
H 11.379 7.266 -5.192
H -7.215 1.433 3.402
H -1.598 2.280 0.016
H 3.805 -7.455 6.379
H -6.072 4.829 -7.164
H 10.460 7.709 -3.729
H 1.705 -9.759 -0.870
H 0.060 2.833 -0.442
H 4.307 9.831 -2.496
H -7.126 -1.210 4.656
H -5.976 -1.745 2.648
H -7.651 3.101 7.520
H -4.574 2.524 -5.800
H -7.751 6.095 -2.170
H -9.052 -1.500 2.966
H 3.478 -10.929 0.373
H -6.929 -0.341 2.072
H 2.832 -8.544 -0.692
H -7.082 4.671 6.606
H -2.000 -4.081 6.536
H 5.479 -3.342 -5.376
H -1.008 -4.980 7.617
H -9.735 -3.590 4.011
H -8.506 -4.582 4.730
H -6.466 7.104 -1.460
H 3.638 8.945 -4.058
H 10.180 9.627 -5.446
H 2.182 -10.660 1.453
H 2.617 -0.551 5.193
H 4.721 -9.364 1.663
H 5.841 10.889 -3.915
H -8.065 5.640 -4.211
H -5.984 4.353 -4.280
H -6.095 1.408 5.839
H 0.765 -3.198 7.497
H -1.209 2.761 -1.675
H 5.917 9.935 -5.369
H -6.634 2.054 -9.437
H -0.713 -8.892 0.485
H 4.491 -8.981 6.794
H -8.502 0.502 4.212
H -0.793 -2.458 7.627
H -0.985 -1.972 5.569
H 2.173 -1.711 -6.449
H -4.858 5.314 -6.108
H -8.101 7.635 -1.745
H -0.302 -7.225 0.650
H -0.032 1.004 -2.138
H -8.475 -4.471 2.945
H 7.973 9.183 -6.139
H 11.263 4.889 -5.265
H 8.503 10.538 -4.227
H 7.962 9.270 -3.234
H 2.526 -0.413 6.911
H 9.656 4.168 -4.800
H 9.865 8.290 -6.602
H -7.080 3.448 -8.397
H 5.012 -1.853 -7.353
H 4.060 -2.327 7.864
H 4.102 8.049 -2.754
H 2.785 -10.416 3.530
H -1.958 -6.352 5.363
H 5.425 -7.672 5.825
H 10.808 5.047 -3.668
H -5.445 6.714 -3.927
H 0.128 -0.605 6.833
H -7.595 5.972 -5.830
H 3.780 -3.205 -4.983
H 2.716 -2.838 -7.493
H 4.709 -2.967 6.338
H 5.653 -9.274 3.730
H -5.396 3.338 -9.199
H -0.418 -6.836 4.624
H 4.958 -10.479 4.865
H -0.581 -6.799 6.362
H 2.987 -1.123 -7.938
H -6.150 7.609 -5.215
H 4.081 -11.327 2.891
H -1.015 0.103 -1.056

Summary:
Net charge: +2
Relative energy (zero: lowest compared OMol25 entry of this formula, charge and spin) (kcal/mol): 389.9
E (eV): -118800.4807
Frontier orbital gap (eV): 1.513
HOMO level (eV): -10.18
LUMO energy (eV): -8.67

---

DFT (ωB97M-V/def2-TZVPD) results for a single C3HF2NOS molecule.

Positions of all 9 atoms, in Å:
S 2.501 -0.652 -1.200
F 0.394 -2.038 0.873
F -1.961 -0.188 1.245
O 0.456 0.989 -0.924
N -0.815 1.036 -0.340
C 0.174 -0.851 0.339
C 1.069 -0.199 -0.584
C -0.896 -0.058 0.500
H -0.922 1.961 0.092

Summary:
SMILES: Fc1[nH]oc(=S)c1F
Relative energy (zero: lowest compared OMol25 entry of this formula, charge and spin) (kcal/mol): 6.1
E (eV): -22932.1522
Frontier orbital gap (eV): 8.879
HOMO level (eV): -8.95
LUMO energy (eV): -0.07

---

DFT (ωB97M-V/def2-TZVPD) results for C8H18NiO8 as an isolated structure.

Positions of all 35 atoms, in Å:
Ni -0.284 -0.795 0.630
O -0.659 -0.471 -3.305
O 0.373 1.003 -0.423
O 0.451 -2.837 0.913
O 1.759 2.548 1.698
O -1.724 -0.212 1.853
O 1.379 -1.293 -0.390
O 0.339 0.016 2.417
O -1.621 -1.245 -1.058
C 2.330 -3.628 -0.407
C 1.994 2.765 0.299
C -2.335 -0.130 -1.663
C 0.596 2.362 -0.479
C 1.319 -2.504 0.083
C -1.202 0.743 4.078
C -0.885 0.157 2.724
C -2.027 -0.196 -3.175
H -2.250 0.474 4.349
H -3.395 -0.171 -1.401
H 2.678 -4.121 0.441
H 1.866 -4.232 -1.148
H -0.208 0.351 -3.325
H 2.036 3.830 0.039
H -2.582 -1.066 -3.489
H -1.987 0.800 -1.192
H -2.387 0.718 -3.683
H 0.689 2.761 -1.444
H -1.142 -1.707 -1.814
H -1.119 1.816 4.004
H 1.577 1.648 1.926
H 2.850 2.177 -0.090
H 3.158 -3.170 -0.983
H -0.459 0.300 4.800
H -0.221 2.788 0.104
H 1.095 0.520 -0.889

Summary:
E (eV): -66011.6257
Expectation value of S²: 2.004
Frontier orbital gap (spin up / spin down) (eV): 9.683 / 9.995
HOMO level (spin up / spin down) (eV): -9.38 / -9.69
Multiplicity: 3
LUMO energy (spin up / spin down) (eV): 0.30 / 0.30

---

DFT (ωB97M-V/def2-TZVPD) results for a 2-piece molecular cluster, C7H10N2 overall.

Positions of all 19 atoms, in Å:
N -2.068 0.569 0.627
N -0.657 0.442 -1.941
C 0.315 1.347 0.199
C 1.345 -0.743 -0.461
C -0.696 0.096 0.442
C 1.479 0.856 -0.107
C 1.157 -1.525 0.837
C -0.050 -0.976 1.446
C -0.270 -0.490 -0.959
H 2.073 -2.107 1.151
H 2.444 1.270 -0.308
H 0.137 2.461 0.581
H -0.367 1.381 -1.684
H 2.383 -1.171 -0.967
H -2.014 2.020 0.938
H -0.571 -1.593 -0.583
H -1.582 0.501 -2.165
H -0.218 -1.286 2.407
H -2.899 0.062 1.437

Summary:
Relative energy (zero: lowest compared OMol25 entry of this formula, charge and spin) (kcal/mol): 210.8
E (eV): -10392.4695
Frontier orbital gap (eV): 8.980
HOMO level (eV): -8.58
LUMO energy (eV): 0.40

---

DFT (ωB97M-V/def2-TZVPD) results for a 2-piece molecular cluster, C4H11NO2S2 overall.

Positions of all 20 atoms, in Å:
S 0.379 0.971 2.047
S 2.132 0.423 1.264
O 0.856 0.852 -2.306
O 0.016 -2.068 -1.720
N -1.083 -1.227 0.029
C -0.854 -1.290 -1.341
C -0.894 1.136 0.767
C -1.785 -0.117 0.656
C -1.695 -0.512 -2.292
H 0.993 -0.128 -2.449
H -0.518 -1.762 0.682
H -2.175 -0.415 1.666
H 2.095 -0.909 1.182
H -2.782 -0.581 -2.077
H -1.481 -0.826 -3.355
H 1.722 1.222 -2.076
H -0.429 1.366 -0.193
H -1.451 0.552 -2.203
H -2.683 0.187 0.043
H -1.501 2.015 1.067

Summary:
SMILES: CC(=O)NCCSS.O
Relative energy (zero: lowest compared OMol25 entry of this formula, charge and spin) (kcal/mol): 0.0
E (eV): -31582.4255
Frontier orbital gap (eV): 9.784
HOMO level (eV): -9.26
LUMO energy (eV): 0.53